1.
{
  "formula": "C12H16BrClN2OS",
  "method": "ωB97M-V/def2-TZVPD",
  "elements": ["C", "C", "O", "C", "C", "C", "N", "C", "S", "N", "C", "C", "C", "C", "Br", "C", "C", "Cl", "H", "H", "H", "H", "H", "H", "H", "H", "H", "H", "H", "H", "H", "H", "H", "H"],
  "coordinates": [[-1.79626, -4.69787, -1.49205], [-2.74081, -3.50729, -1.34064], [-2.31190, -2.52890, -0.41967], [-1.19262, -1.76019, -0.80662], [0.07660, -2.17394, -0.05106], [1.29166, -1.34297, -0.46298], [1.13432, 0.06141, -0.16553], [0.80308, 0.97651, -1.09765], [0.66527, 0.64571, -2.70866], [0.55830, 2.25933, -0.68828], [0.84208, 2.90178, 0.50150], [1.88729, 2.52630, 1.34929], [2.14574, 3.21882, 2.51624], [1.36648, 4.31373, 2.84852], [1.71097, 5.26621, 4.45473], [0.34290, 4.73649, 2.01544], [0.08863, 4.03404, 0.85397], [-1.18356, 4.56933, -0.19358], [-0.86521, -4.39979, -1.96856], [-1.57615, -5.12699, -0.51752], [-2.27003, -5.45571, -2.11030], [-2.91132, -3.04579, -2.32483], [-3.70144, -3.84686, -0.94444], [-1.02591, -1.82419, -1.88762], [-1.43569, -0.71821, -0.56442], [0.29399, -3.22357, -0.24689], [-0.10792, -2.06698, 1.02047], [2.17942, -1.70538, 0.06500], [1.45925, -1.42680, -1.53888], [0.93678, 0.28729, 0.79966], [0.09579, 2.82852, -1.38895], [2.53276, 1.70932, 1.06918], [2.95826, 2.91584, 3.15757], [-0.25076, 5.60081, 2.26759]],
  "e_tot_ev": -111131.754,
  "lumo_ev": 0.4,
  "de_lowest_kcal_mol": 0.0,
  "homo_lumo_gap_ev": 8.77,
  "smiles": "CCOCCCNC(=S)Nc1ccc(Br)cc1Cl"
}

2.
{
  "formula": "C12H16BrO12",
  "method": "ωB97M-V/def2-TZVPD",
  "elements": ["Br", "C", "C", "O", "C", "O", "O", "H", "H", "H", "H", "C", "C", "O", "C", "O", "O", "H", "H", "H", "H", "C", "C", "O", "C", "O", "O", "H", "H", "H", "H", "C", "C", "O", "C", "O", "O", "H", "H", "H", "H"],
  "coordinates": [[21.75443, 2.22949, 13.39208], [21.88082, 4.14578, 15.16844], [20.37753, 4.00095, 15.29558], [20.17663, 3.57254, 16.47725], [21.23168, 3.86797, 17.24070], [21.38318, 3.72955, 18.43256], [22.30135, 4.15390, 16.47740], [21.91089, 4.95555, 14.43942], [22.39223, 3.26191, 14.78723], [20.19705, 3.19518, 14.58407], [19.89875, 4.88730, 14.87935], [23.45732, 2.81109, 11.99584], [23.87377, 2.06804, 10.74384], [24.75214, 3.00248, 10.07521], [25.15659, 3.90370, 11.05781], [26.04481, 4.73386, 10.89424], [24.52396, 3.76398, 12.18153], [23.12326, 2.14272, 12.78943], [22.64022, 3.53058, 11.94318], [23.11960, 1.77219, 10.01460], [24.43239, 1.17447, 11.02238], [23.07866, -0.53029, 13.51555], [23.61006, 0.57924, 12.69376], [25.02275, 0.54231, 12.82055], [25.27971, -0.51616, 13.40840], [26.45395, -0.84279, 13.58711], [24.26425, -1.25066, 13.67434], [22.49578, -1.17067, 12.85354], [22.50793, -0.24396, 14.39894], [23.24818, 1.47300, 13.20203], [23.27797, 0.48491, 11.65987], [19.79677, 0.96230, 13.01172], [19.12545, 2.11502, 13.68816], [18.02389, 1.58599, 14.34468], [17.82234, 0.32888, 14.03598], [16.96647, -0.41598, 14.54992], [18.82229, -0.07893, 13.15088], [20.76483, 0.64994, 13.40338], [19.87279, 1.24594, 11.96202], [18.72018, 2.82054, 12.96283], [19.74458, 2.64106, 14.41483]],
  "e_tot_ev": -107300.999,
  "lumo_ev": 2.4,
  "de_lowest_kcal_mol": 435.8,
  "charge": -1,
  "homo_lumo_gap_ev": 7.26
}

3.
{
  "formula": "C12H16Cl",
  "method": "ωB97M-V/def2-TZVPD",
  "elements": ["C", "C", "Cl", "C", "H", "H", "H", "H", "H", "C", "C", "C", "C", "C", "C", "C", "C", "C", "H", "H", "H", "H", "H", "H", "H", "H", "H", "H", "H"],
  "coordinates": [[0.36377, -0.65301, -1.93681], [0.93400, -0.51055, -0.53157], [0.45868, -1.72860, 0.56868], [1.76989, 0.48196, -0.14983], [0.73070, 0.17116, -2.56097], [0.67917, -1.60339, -2.39241], [-0.73578, -0.62087, -1.92987], [2.11976, 0.56065, 0.87813], [2.01774, 1.26444, -0.86759], [5.44744, 1.00155, -0.12048], [5.29244, -0.39405, -0.59313], [5.37118, -0.59583, -2.06062], [5.31261, -1.47835, 0.30695], [4.94730, -2.80587, -0.09551], [5.04907, -3.87685, 0.78206], [5.50189, -3.68222, 2.09468], [5.83526, -2.39247, 2.53120], [5.73191, -1.30958, 1.66892], [5.05471, 1.14989, 0.88988], [6.50291, 1.31557, -0.11797], [4.91649, 1.68457, -0.79379], [5.01931, -1.57373, -2.39599], [4.78431, 0.17638, -2.57150], [6.40790, -0.48985, -2.42056], [4.57567, -2.97336, -1.10857], [4.77494, -4.87610, 0.43800], [5.59204, -4.53016, 2.77448], [6.18427, -2.22909, 3.55268], [6.01283, -0.31272, 2.01641]],
  "e_tot_ev": -25218.040,
  "lumo_ev": -6.0,
  "de_lowest_kcal_mol": 0.0,
  "charge": 1,
  "homo_lumo_gap_ev": 6.21
}

4.
{
  "formula": "C12H16Cl3F5OPb",
  "method": "ωB97M-V/def2-TZVPD",
  "elements": ["C", "C", "C", "C", "C", "C", "C", "C", "C", "C", "Pb", "Cl", "Cl", "Cl", "H", "H", "H", "H", "H", "H", "H", "H", "H", "H", "H", "H", "H", "H", "H", "O", "H", "F", "C", "F", "C", "F", "F", "F"],
  "coordinates": [[-1.07078, 0.97787, -1.28206], [-1.22964, -0.41637, -1.54803], [0.03786, -1.03667, -1.57747], [-2.52422, -1.12070, -1.76735], [1.00949, -0.02391, -1.30000], [0.34501, 1.20058, -1.15483], [1.01003, 2.55160, -1.01783], [-2.13256, 2.00274, -1.24217], [0.30556, -2.49588, -1.83535], [2.45653, -0.24342, -1.21033], [-2.72962, -2.26820, 2.50021], [-3.60662, -3.72864, 0.77906], [-3.54542, -0.01462, 1.66064], [-0.29807, -2.24451, 1.68912], [-3.39468, -0.49958, -1.55619], [-2.67842, -1.99479, -1.09735], [-2.59927, -1.45466, -2.82048], [-0.37268, -3.11032, -1.29087], [1.29062, -2.76922, -1.52774], [0.20798, -2.61427, -2.89763], [2.70907, -1.20776, -0.70050], [3.00403, 0.56798, -0.64808], [2.91454, -0.30472, -2.24647], [1.84488, 2.47008, -0.33452], [0.31887, 3.28114, -0.59861], [1.38110, 2.88637, -2.00912], [-2.96591, 1.57286, -0.71342], [-2.38486, 2.35633, -2.23552], [-1.83613, 2.84201, -0.62167], [0.54354, 1.53755, 2.11677], [-0.45004, 1.33902, 2.30322], [2.84974, 1.38673, 2.10312], [2.05375, 0.40559, 2.54735], [2.40501, -0.70896, 1.85612], [1.89556, 0.27068, 4.07854], [2.92307, 0.06390, 4.97276], [1.22932, 1.37721, 4.51789], [1.08337, -0.83304, 4.10876]],
  "e_tot_ev": -71153.918,
  "lumo_ev": [4.8, 4.8],
  "de_lowest_kcal_mol": 21.7,
  "charge": -2,
  "homo_lumo_gap_ev": [3.91, 3.91]
}

5.
{
  "formula": "C12H16Cl3F5OPd",
  "method": "ωB97M-V/def2-TZVPD",
  "elements": ["C", "C", "C", "C", "C", "C", "C", "C", "C", "C", "Pd", "Cl", "Cl", "Cl", "H", "H", "H", "H", "H", "H", "H", "H", "H", "H", "H", "H", "H", "H", "H", "O", "H", "F", "C", "F", "C", "F", "F", "F"],
  "coordinates": [[1.46904, 1.43153, 0.38558], [0.70133, 1.63653, 1.53307], [-0.63564, 1.82749, 1.16943], [1.23204, 1.67015, 2.97768], [-0.67417, 1.87072, -0.22251], [0.58463, 1.65878, -0.65148], [1.00672, 1.58756, -2.18240], [2.91133, 1.12602, 0.33897], [-1.80628, 1.92365, 2.12533], [-1.93880, 1.91718, -1.01080], [-0.12927, -2.04960, -0.60134], [0.65148, -1.26864, 3.39028], [2.11470, -2.36082, -0.45989], [-2.10841, -1.22985, 0.08207], [2.09364, 1.03707, 3.00824], [0.51271, 1.19069, 3.61806], [1.46329, 2.67180, 3.32019], [-1.61174, 1.33526, 3.00573], [-2.70959, 1.55790, 1.62799], [-1.99255, 2.94954, 2.42402], [-2.54566, 1.01973, -0.91155], [-1.71086, 2.09111, -2.07336], [-2.54505, 2.78542, -0.67844], [0.28866, 2.21883, -2.73351], [0.96456, 0.55625, -2.56140], [2.01519, 1.96683, -2.25632], [3.14924, 0.47449, 1.17545], [3.54196, 2.02758, 0.37568], [3.11075, 0.57797, -0.59516], [0.11503, -1.15970, -2.25675], [0.73492, -1.71751, -2.77023], [0.04991, -4.11437, -2.55187], [-0.96915, -3.62949, -1.64569], [-2.00046, -3.22861, -2.42231], [-1.29896, -4.80384, -0.68392], [-1.76403, -5.79375, -1.45977], [-0.13155, -5.29871, -0.07257], [-2.13896, -4.45516, 0.24354]],
  "e_tot_ev": -69383.195,
  "lumo_ev": [5.0, 2.8],
  "s_squared": 6.011,
  "de_lowest_kcal_mol": 6.7,
  "charge": -2,
  "spin_multiplicity": 5,
  "homo_lumo_gap_ev": [4.82, 3.71]
}

6.
{
  "formula": "C12H16Cl3NV",
  "method": "ωB97M-V/def2-TZVPD",
  "elements": ["V", "Cl", "Cl", "C", "H", "H", "C", "C", "H", "C", "H", "C", "H", "H", "C", "H", "H", "C", "H", "H", "H", "H", "Cl", "C", "C", "C", "C", "N", "C", "H", "H", "H", "H"],
  "coordinates": [[-0.87584, 1.13855, 2.01938], [-0.48939, 2.02092, 0.09941], [-0.40598, 2.11599, 3.85270], [0.80378, -1.53368, -1.86798], [0.85766, -2.37045, -1.14394], [1.35223, -0.65415, -1.42941], [-0.71738, -1.03072, -1.68730], [1.60877, -1.87520, -2.99033], [-1.30095, -1.49760, -0.89624], [1.40895, -1.14395, -4.23959], [2.29422, -2.71753, -2.96741], [0.95940, 0.33821, -4.00291], [2.37144, -1.14530, -4.79195], [0.69122, -1.64339, -4.92107], [-0.49642, 0.64465, -3.68298], [1.58645, 0.77470, -3.21486], [1.20264, 0.87597, -4.93135], [-1.34856, -0.22127, -2.68761], [-0.49773, 1.65912, -3.25744], [-1.05172, 0.69776, -4.63233], [-1.94590, 0.49533, -2.08652], [-2.09258, -0.76992, -3.29674], [-4.73284, -2.75500, 2.68550], [-3.09710, -2.35842, 2.36836], [-2.15149, -3.36844, 2.17867], [-0.82987, -2.99085, 1.93619], [-0.48454, -1.64294, 1.88967], [-1.42004, -0.66140, 2.08195], [-2.72933, -1.00850, 2.31463], [-2.45546, -4.40931, 2.22766], [-0.04917, -3.73168, 1.77882], [0.53654, -1.30183, 1.71660], [-3.44163, -0.20350, 2.46883]],
  "e_tot_ev": -77443.340,
  "lumo_ev": [-0.8, -1.0],
  "s_squared": 0.770,
  "de_lowest_kcal_mol": 99.3,
  "spin_multiplicity": 2,
  "homo_lumo_gap_ev": [4.95, 4.73]
}